# 1
Entry from the OMol25 dataset: the molecule C4H5NO (the ωB97M-V functional and the def2-TZVPD basis).

Values from the calculation:
E_HOMO: -8.5 eV
Kohn-Sham gap: 8.82 eV
multiplicity: 1

Structure (XYZ):
```
11
Properties=species:S:1:pos:R:3:mulliken_charge:R:1
O -1.027 -0.287 -1.249 -0.3908
C -0.733 -0.369 0.403 0.0302
N -0.321 0.984 0.687 -0.5091
C 0.734 0.968 -0.369 -0.5606
C 0.233 -0.421 -0.816 0.6950
C 0.461 -1.450 0.146 -0.7759
H -1.617 -0.843 0.806 0.4443
H 0.080 1.033 1.620 0.3077
H 0.574 1.754 -1.108 0.2540
H 1.755 0.958 0.011 0.3137
H -0.140 -2.327 -0.130 0.1916
```

***

# 2
Entry from the OMol25 dataset: a structure of composition C42H51N5O10PS2SbW in a non-equilibrium geometry (the ωB97M-V functional and the def2-TZVPD basis).

Values from the calculation:
E_HOMO (spin up / spin down): -9.5 / -11.1 eV
Kohn-Sham gap (spin up / spin down): 6.46 / 7.45 eV
charge: +1
multiplicity: 4
expectation value of S²: 3.7899

Structure (XYZ):
```
113
Properties=species:S:1:pos:R:3:mulliken_charge:R:1
W -0.073 -0.200 0.702 0.1716
C 1.686 -3.070 -0.448 -1.1676
C 2.148 -1.846 0.298 1.5840
C 3.078 -1.002 -0.365 0.7788
C 3.471 -1.360 -1.773 -1.8330
C 3.701 0.026 0.334 1.2152
C 4.640 0.989 -0.341 -2.4508
C 3.477 0.185 1.721 1.7662
C 4.287 1.208 2.470 -2.5651
C 2.566 -0.629 2.378 1.7345
C 2.332 -0.489 3.856 -2.6252
C 1.879 -1.667 1.676 0.4258
C 1.288 -2.778 2.529 -2.1363
H 2.524 -3.763 -0.566 0.7356
H 1.322 -2.823 -1.442 0.1346
H 0.903 -3.607 0.079 -1.0404
H 2.616 -1.466 -2.435 0.0721
H 3.987 -2.324 -1.774 0.3508
H 4.147 -0.640 -2.219 0.4052
H 5.685 0.700 -0.202 0.4155
H 4.528 1.986 0.078 0.4372
H 4.458 1.064 -1.409 0.5208
H 5.318 1.212 2.119 0.5233
H 4.314 1.003 3.536 0.4474
H 3.887 2.215 2.331 0.2922
H 1.341 -0.836 4.140 0.2899
H 2.437 0.540 4.190 0.6132
H 3.051 -1.086 4.425 0.5390
H 2.049 -3.096 3.243 0.4333
H 1.005 -3.653 1.953 0.6514
H 0.410 -2.473 3.098 0.1485
C -3.137 3.521 -2.554 -0.9036
C -1.684 3.889 -2.724 -0.2290
O -0.805 2.862 -2.170 -0.1271
P -0.664 2.578 -0.628 0.6290
S -1.995 1.263 0.088 -0.7916
S 1.135 1.757 -0.285 -0.8164
O -0.851 4.013 -0.018 -0.1581
C -1.096 4.299 1.390 0.6758
C -2.276 5.228 1.487 -1.5010
H -3.757 4.242 -3.086 0.4456
H -3.436 3.533 -1.505 0.1649
H -3.337 2.531 -2.962 0.2450
H -1.435 4.834 -2.246 0.2770
H -1.398 3.936 -3.774 0.3704
H -0.174 4.740 1.764 0.2533
H -1.278 3.355 1.906 -0.3865
H -2.095 6.151 0.940 0.3716
H -2.453 5.482 2.532 0.4127
H -3.177 4.754 1.097 0.2745
O -3.080 1.743 7.471 -0.6200
N -2.134 2.401 7.095 1.0421
O -1.668 3.363 7.667 -0.6236
C -1.502 2.002 5.827 -0.8877
C -0.385 2.690 5.406 -0.4212
C 0.177 2.319 4.194 -0.0576
C -0.328 1.261 3.407 0.1376
O 0.225 0.873 2.286 2.3347
C -1.453 0.570 3.927 -0.7081
C -2.056 0.943 5.119 -0.4640
N -1.965 -0.520 3.228 0.8011
O -2.965 -1.129 3.633 -0.7527
O -1.294 -1.111 2.182 -0.4767
N 1.355 3.091 3.756 1.2420
O 1.591 3.150 2.564 -0.5170
O 2.003 3.644 4.613 -0.6599
H 0.033 3.497 5.990 0.7186
H -2.919 0.412 5.485 0.7668
C 1.423 0.746 -4.468 -1.2657
N 1.044 0.487 -3.099 0.6353
C 0.260 -0.524 -2.709 -0.9401
N -0.129 -1.395 -3.657 -0.1985
O -0.103 -0.716 -1.511 0.9124
H 2.094 1.600 -4.483 0.3499
H 0.561 0.984 -5.099 0.3666
H 1.960 -0.104 -4.898 0.3775
H 1.242 1.175 -2.386 -0.1314
H 0.028 -1.216 -4.631 0.1506
H -0.759 -2.136 -3.393 -0.1418
C -1.576 -6.396 3.044 -0.7453
C -2.234 -5.241 3.433 -0.8103
C -2.272 -4.139 2.593 -0.5584
C -1.642 -4.184 1.352 1.4437
C -0.997 -5.352 0.960 -0.3276
C -0.961 -6.453 1.804 -0.8431
Sb -1.786 -2.456 0.139 0.1245
C -1.932 -3.315 -1.830 0.6718
C -1.112 -4.340 -2.306 0.0125
C -1.253 -4.835 -3.596 -0.8948
C -2.210 -4.300 -4.445 -0.6895
C -3.022 -3.271 -3.997 -0.7478
C -2.889 -2.789 -2.701 0.1646
C -3.863 -2.136 0.394 1.4580
C -4.453 -0.986 0.896 -0.4375
C -5.829 -0.914 1.067 -1.1080
C -6.626 -2.004 0.756 -0.7295
C -6.045 -3.168 0.279 -0.8329
C -4.674 -3.233 0.101 -0.6719
H -1.551 -7.252 3.703 0.4029
H -2.726 -5.195 4.395 0.4858
H -2.794 -3.244 2.909 0.2854
H -0.517 -5.437 -0.004 0.0126
H -0.457 -7.355 1.485 0.4553
H -0.328 -4.757 -1.692 0.1498
H -0.609 -5.634 -3.936 0.4761
H -2.320 -4.685 -5.449 0.4216
H -3.770 -2.846 -4.653 0.4746
H -3.537 -1.983 -2.380 0.3364
H -3.861 -0.134 1.191 0.2582
H -6.271 -0.011 1.464 0.4731
H -7.697 -1.951 0.899 0.4023
H -6.658 -4.029 0.053 0.4339
H -4.241 -4.156 -0.266 0.4102
```

***

# 3
Entry from the OMol25 dataset: the molecule C20H21N5O3S in a non-equilibrium geometry (the ωB97M-V functional and the def2-TZVPD basis).

Values from the calculation:
E_HOMO: -8.0 eV
Kohn-Sham gap: 8.49 eV
multiplicity: 1

Structure (XYZ):
```
50
Properties=species:S:1:pos:R:3:mulliken_charge:R:1
C 7.669 1.971 1.180 -0.9859
S 6.619 0.299 1.034 -0.0421
C 5.540 0.482 -0.215 0.6199
C 5.532 1.489 -1.009 -0.3048
C 4.791 1.605 -2.420 -0.6046
C 3.921 0.534 -2.625 -1.2181
C 3.976 -0.585 -1.635 -0.0795
C 4.677 -0.315 -0.477 0.3237
O 4.613 -1.485 0.287 -0.5741
C 3.912 -1.571 1.409 -1.3245
C 2.473 -1.159 1.178 0.7587
C 1.576 -2.089 0.355 -0.4492
C 0.319 -1.344 0.515 0.4796
C -0.731 -1.749 -0.320 0.2623
O -0.849 -2.969 -0.524 -0.6901
N -1.959 -1.066 -0.522 -0.0191
C -2.239 0.370 0.230 -0.5110
C -3.276 0.294 1.328 -0.9179
N -4.412 -0.190 0.379 0.0395
C -5.435 0.383 0.355 0.4974
N -6.516 -0.443 -0.270 -0.5523
C -7.587 0.605 -0.500 -0.1741
C -7.839 1.726 0.054 -0.6712
C -6.619 2.271 0.650 0.0803
N -5.532 1.743 0.741 -0.4546
C -4.247 -1.748 0.079 -0.9681
C -3.090 -1.634 -1.167 -1.0400
N 0.596 -0.302 1.008 -0.2471
O 1.791 -0.143 1.496 -0.2679
H 7.148 2.849 1.148 0.3527
H 8.429 2.017 1.935 0.3515
H 8.269 1.929 0.160 0.2948
H 6.141 2.529 -0.970 0.0918
H 4.872 2.500 -3.098 0.3260
H 3.482 0.337 -3.371 0.7938
H 3.377 -1.500 -1.747 0.4284
H 3.931 -2.222 2.060 1.0568
H 4.348 -0.566 2.080 0.1940
H 1.695 -3.205 0.143 0.3452
H -1.198 0.781 0.540 0.4215
H -2.555 0.864 -0.725 0.2926
H -3.374 1.175 1.645 0.6259
H -3.002 -0.280 2.243 0.2328
H -8.444 -0.207 -1.003 0.2156
H -8.630 2.365 -0.204 0.3875
H -6.679 3.308 0.805 0.4221
H -5.116 -1.819 -0.313 0.7160
H -4.022 -2.228 0.977 0.3817
H -2.883 -2.626 -1.078 0.6068
H -3.465 -0.979 -1.820 0.4977
```

***

# 4
Entry from the OMol25 dataset: a cluster of 6 separate species, C3H20N2O6 in total in a non-equilibrium geometry (the ωB97M-V functional and the def2-TZVPD basis).

Values from the calculation:
E_HOMO: -9.4 eV
Kohn-Sham gap: 9.33 eV
multiplicity: 1

Structure (XYZ):
```
31
Properties=species:S:1:pos:R:3:mulliken_charge:R:1
N -1.892 -1.127 1.227 -0.5431
C -0.407 -1.177 1.267 -1.1929
C 0.347 -1.238 -0.061 2.1304
N -0.420 -2.091 -1.003 -0.7663
C 1.800 -1.616 0.202 -0.8280
O 2.515 -1.237 -0.955 -0.5626
H -2.252 -0.232 0.981 0.2389
H -2.238 -1.825 0.581 0.2833
H -0.193 -0.269 1.836 0.4075
H -0.231 -1.967 2.007 0.2822
H 0.221 -0.245 -0.483 -0.6910
H -0.673 -2.952 -0.532 0.2283
H 0.244 -2.398 -1.714 0.2083
H 1.966 -2.671 0.403 0.3656
H 2.080 -1.112 1.132 0.2490
H 2.494 -0.307 -1.181 0.3559
O -1.586 2.605 -0.616 -0.7060
H -1.648 1.813 -0.073 0.3398
H -2.329 2.814 -1.182 0.2698
O 3.380 1.324 0.776 -0.6296
H 2.780 1.049 1.481 0.3447
H 2.878 0.959 0.041 0.2240
O -2.183 -0.305 -2.859 -0.6728
H -2.301 0.475 -2.308 0.2655
H -1.707 -0.897 -2.256 0.3613
O -0.827 1.896 2.230 -0.5926
H -1.612 1.878 2.791 0.3102
H -0.973 2.685 1.690 0.3010
O 1.082 1.717 -1.126 -0.5563
H 1.553 2.551 -1.202 0.3113
H 0.130 1.901 -1.093 0.2644
```

***

# 5
Entry from the OMol25 dataset: the molecule C7H8N2O2 in a non-equilibrium geometry (the ωB97M-V functional and the def2-TZVPD basis).

Values from the calculation:
E_HOMO (spin up / spin down): -8.3 / -8.3 eV
Kohn-Sham gap (spin up / spin down): 7.74 / 7.74 eV
multiplicity: 1

Structure (XYZ):
```
19
Properties=species:S:1:pos:R:3:mulliken_charge:R:1
C -1.871 -0.883 -0.091 -0.7488
C -1.158 0.415 0.053 -0.0420
C 0.149 0.267 -0.075 0.7167
C -3.069 1.816 0.095 0.1407
C 1.385 -0.159 0.036 0.9525
C 2.289 -0.231 1.197 -1.8476
C 2.315 -0.161 -1.191 -1.7290
N -1.034 -3.069 0.086 -0.1795
N -1.813 1.633 0.158 -0.5703
O -4.051 0.956 -0.085 -0.4685
O -1.364 -1.955 0.063 0.2059
H -3.621 0.109 -0.453 0.3262
H -3.589 2.720 0.207 0.4221
H 3.066 0.430 1.141 0.4702
H 1.882 -0.104 2.125 0.4721
H 2.665 -1.156 1.323 0.5021
H 3.084 0.474 -1.059 0.4456
H 2.731 -1.092 -1.347 0.4813
H 2.004 -0.011 -2.184 0.4501
```

***

# 6
Entry from the OMol25 dataset: a structure of composition C33H44BN6RuS3Se in a non-equilibrium geometry (the ωB97M-V functional and the def2-TZVPD basis).

Values from the calculation:
E_HOMO (spin up / spin down): -13.6 / -13.5 eV
Kohn-Sham gap (spin up / spin down): 5.76 / 5.53 eV
charge: +2
multiplicity: 2
expectation value of S²: 1.0296

Structure (XYZ):
```
89
Properties=species:S:1:pos:R:3:mulliken_charge:R:1
Ru -2.419 -0.769 2.022 -1.0710
C -0.809 4.068 3.226 -1.9121
C -0.176 3.173 2.227 0.1934
C 1.048 3.437 1.660 -0.6105
C 1.611 2.529 0.730 0.2028
N 1.051 1.360 0.539 -0.0127
N -0.107 1.073 1.096 0.5526
B -0.634 -0.361 0.864 1.3156
N -0.952 -0.615 -0.616 0.2529
N -0.507 0.204 -1.542 -0.0794
C -0.701 -0.065 -2.812 0.0414
C -1.299 -1.281 -3.206 -0.5752
C -1.826 -2.123 -2.255 0.5231
C -2.534 -3.378 -2.603 -1.9526
C -1.689 -1.709 -0.907 0.7652
S -2.495 -2.503 0.389 -0.4256
C -0.238 0.929 -3.844 2.0967
C -1.229 1.011 -5.013 -1.9609
C 1.132 0.443 -4.341 -1.4420
C -0.113 2.312 -3.207 -1.5427
N 0.432 -1.384 1.354 0.1895
N 1.334 -1.723 0.457 -0.0300
C 2.327 -2.519 0.766 0.1644
C 2.431 -3.064 2.068 -0.4963
C 1.499 -2.732 3.021 0.1586
C 1.513 -3.262 4.406 -2.0113
C 0.470 -1.836 2.625 0.7644
S -0.712 -1.319 3.746 -0.2858
C 3.343 -2.811 -0.310 2.3228
C 2.977 -2.049 -1.584 -1.9116
C 4.725 -2.358 0.183 -1.6449
C 3.372 -4.320 -0.591 -1.8111
C -0.800 1.958 1.834 0.4076
S -2.428 1.586 2.238 -0.2981
C 2.851 2.890 -0.053 1.9611
C 3.273 1.752 -0.984 -0.8392
C 4.005 3.211 0.906 -1.8383
C 2.527 4.150 -0.878 -1.4801
H -0.150 4.896 3.474 0.4115
H -1.036 3.509 4.134 0.3905
H -1.753 4.463 2.852 0.4171
H 1.581 4.336 1.924 0.4586
H -1.377 -1.535 -4.251 0.4048
H -2.671 -3.453 -3.677 0.4047
H -3.503 -3.419 -2.111 0.4437
H -1.956 -4.239 -2.264 0.3498
H -1.203 0.131 -5.650 0.3896
H -0.974 1.866 -5.634 0.4593
H -2.245 1.150 -4.650 0.4182
H 1.076 -0.568 -4.739 0.3595
H 1.851 0.447 -3.527 0.1194
H 1.489 1.101 -5.127 0.5101
H -1.093 2.688 -2.924 0.4207
H 0.331 3.007 -3.913 0.5228
H 0.507 2.260 -2.319 -0.1168
H 3.235 -3.738 2.315 0.4688
H 2.286 -4.012 4.534 0.3952
H 0.543 -3.693 4.654 0.4468
H 1.686 -2.457 5.120 0.4110
H 2.877 -0.990 -1.373 0.0560
H 2.036 -2.407 -1.994 0.2954
H 3.752 -2.182 -2.332 0.5995
H 4.710 -1.310 0.473 0.2620
H 5.445 -2.479 -0.621 0.4817
H 5.068 -2.947 1.028 0.3915
H 2.400 -4.677 -0.921 0.3774
H 3.670 -4.891 0.284 0.3847
H 4.093 -4.526 -1.377 0.4739
H 3.702 0.932 -0.413 0.1115
H 4.024 2.111 -1.683 0.5384
H 2.424 1.378 -1.547 -0.4145
H 4.209 2.369 1.564 0.3860
H 3.791 4.087 1.511 0.3808
H 4.897 3.417 0.321 0.4746
H 1.706 3.975 -1.571 0.1827
H 3.407 4.431 -1.452 0.5042
H 2.263 4.986 -0.236 0.3795
Se -4.261 -1.627 3.368 0.0724
C -5.740 -0.556 2.877 0.4596
C -6.907 -1.178 2.423 -0.4713
C -7.987 -0.402 2.058 -0.5564
C -7.914 0.984 2.142 -0.3910
C -6.761 1.598 2.617 -0.7481
C -5.677 0.836 2.996 -0.2076
H -6.955 -2.257 2.366 0.3981
H -8.893 -0.875 1.711 0.4000
H -8.760 1.587 1.847 0.4123
H -6.715 2.672 2.703 0.4135
H -4.785 1.300 3.399 0.5871
```

***

# 7
Entry from the OMol25 dataset: a cluster of 7 separate species, H12IO6 in total in a non-equilibrium geometry (the ωB97M-V functional and the def2-TZVPD basis).

Values from the calculation:
E_HOMO: -5.2 eV
Kohn-Sham gap: 8.31 eV
charge: -1
multiplicity: 1

Structure (XYZ):
```
19
Properties=species:S:1:pos:R:3:mulliken_charge:R:1
I 0.299 -0.674 -0.384 -0.3885
O -0.557 -3.793 1.300 -0.6193
H 0.278 -4.164 1.641 0.2865
H -0.364 -3.102 0.680 0.2125
O 3.892 -0.613 -0.004 -0.6089
H 3.907 -1.561 0.182 0.3085
H 3.073 -0.511 -0.519 0.2436
O -2.681 -1.510 1.259 -0.5976
H -1.882 -1.281 0.766 0.1370
H -3.418 -1.430 0.644 0.2993
O 0.032 2.868 -0.313 -0.6189
H 0.234 1.919 -0.290 0.1557
H -0.470 3.066 0.449 0.2518
O -2.989 1.197 -0.372 -0.5957
H -3.089 1.828 0.292 0.2803
H -2.063 1.010 -0.516 0.2463
O 2.337 2.109 -1.667 -0.5944
H 1.968 2.987 -1.536 0.3049
H 1.491 1.656 -1.614 0.2968
```

***

# 8
Entry from the OMol25 dataset: the molecule C9H11NO2 in a non-equilibrium geometry (the ωB97M-V functional and the def2-TZVPD basis).

Values from the calculation:
E_HOMO: -9.3 eV
Kohn-Sham gap: 10.04 eV
multiplicity: 1

Structure (XYZ):
```
23
Properties=species:S:1:pos:R:3:mulliken_charge:R:1
N -1.200 1.485 -0.875 -0.6673
C -1.509 0.073 -0.536 -0.0157
C -0.983 -0.368 0.867 -0.9103
C 0.653 -0.214 0.559 0.4470
C 1.323 0.951 0.682 -0.5088
C 2.600 1.045 0.105 -0.4493
C 3.245 -0.126 -0.351 -0.5879
C 2.564 -1.249 -0.511 -0.7028
C 1.273 -1.237 -0.058 -0.2960
C -2.977 -0.145 -0.311 0.5628
O -3.721 0.760 0.033 -0.6436
O -3.379 -1.370 -0.079 -0.4523
H -0.219 1.857 -0.659 0.3704
H -1.826 2.032 -0.291 0.3113
H -1.128 -0.561 -1.282 0.3918
H -1.146 -1.493 1.056 0.2984
H -1.175 0.270 1.665 0.4174
H 0.865 1.813 1.112 0.6648
H 3.111 2.056 0.200 0.2830
H 4.138 -0.124 -0.824 0.4175
H 3.026 -2.070 -0.918 0.4812
H 0.749 -2.199 0.099 0.2390
H -4.283 -1.188 0.317 0.3491
```

***

| no. | energy (eV) |
| --- | --- |
| 1 | -7760.004 |
| 2 | -111620.217 |
| 3 | -45489.646 |
| 4 | -18700.063 |
| 5 | -14453.334 |
| 6 | -144974.238 |
| 7 | -20583.802 |
| 8 | -15095.118 |